12
Properties=species:S:1:pos:R:3 method="wB97M-V/def2-TZVPD" s_squared=2.01 spin_multiplicity=3 e_homo_ev="-4.2 / -9.6" total_charge=0 homo_lumo_gap_ev="5.1 / 7.2"
C -0.365 -1.910 -0.346
C -0.220 0.574 -0.197
N -3.073 0.185 -0.447
N 0.097 -0.754 -0.739
N -3.601 0.546 0.447
O -4.156 0.850 1.418
O -1.102 -2.128 0.598
H -0.081 -2.812 -1.055
H -0.705 0.302 0.709
H 0.755 1.194 -0.202
H -0.983 0.936 -0.892
H 0.792 -0.726 -1.413